1.
Here is a structure of composition C4H7ClN2 at a distorted geometry from OMol25. Energies are from the ωB97M-V functional and the def2-TZVPD basis.

Element x y z (Å)
C  -1.78912  -0.49719  -0.07595
C  -0.53239  -1.28953  0.03417
C  0.57694  -0.32657  -0.45132
C  0.25949  1.03927  0.08942
N  -2.97814  -0.81983  0.02504
N  -1.13463  1.23707  -0.20574
Cl  -4.34329  0.27594  0.02914
H  -0.56148  -1.42114  1.15274
H  -0.64570  -2.11527  -0.62830
H  1.61007  -0.81032  -0.29994
H  0.58068  -0.13317  -1.45525
H  0.37278  1.18743  1.13356
H  0.74723  1.92266  -0.27728
H  -1.66527  1.75191  0.49532

* LUMO: 0.6 eV
* electronic energy: -726.198303 hartree
* ΔE to the lowest compared entry with this formula, charge and spin: 3.8706 eV
* HOMO-LUMO gap: 9.56 eV

2.
Here is a structure of composition C25H22F5HfN6O4S2Se at a distorted geometry from OMol25. Energies are from the ωB97M-V functional and the def2-TZVPD basis.

Element x y z (Å)
Hf  1.07327  -18.12777  -2.74859
O  6.40383  -17.16934  -2.40579
C  5.83680  -15.93399  -2.28348
C  6.71121  -14.84637  -2.07243
C  6.19019  -13.56393  -1.95082
C  4.81315  -13.34141  -2.04436
C  3.93756  -14.40703  -2.25056
C  4.43693  -15.72134  -2.36785
C  3.54756  -16.79755  -2.62591
O  2.26144  -16.47851  -2.62269
N  4.00743  -18.01587  -2.86995
N  2.99384  -18.80816  -3.25311
C  3.14174  -20.02347  -3.82590
C  2.08934  -20.60655  -4.53992
C  2.18483  -21.97479  -4.93284
C  1.25437  -22.52706  -5.79439
C  0.19465  -21.74363  -6.28254
C  0.03909  -20.41822  -5.87939
C  0.92573  -19.86416  -4.99336
O  0.72711  -18.56681  -4.65575
H  5.58695  -17.73761  -2.63520
H  7.78188  -15.05539  -1.99746
H  6.84811  -12.70822  -1.76226
H  4.42182  -12.32404  -1.97791
H  2.85654  -14.23576  -2.26683
H  4.09375  -20.54279  -3.72834
H  3.01387  -22.58239  -4.57463
H  1.32815  -23.58151  -6.07015
H  -0.52651  -22.19838  -6.96506
H  -0.77687  -19.79001  -6.22570
C  3.89761  -15.36832  2.90067
C  3.52525  -16.72643  2.43273
N  3.68293  -17.84819  3.12315
N  3.25643  -18.83403  2.27053
C  2.84099  -18.37358  1.05081
S  2.28031  -19.26028  -0.20344
N  3.01630  -16.99335  1.19715
N  2.69508  -16.07811  0.20893
H  4.14691  -15.44464  3.96095
H  3.05233  -14.67361  2.79044
H  4.76398  -14.97417  2.35313
H  3.25533  -19.81165  2.58293
H  1.75785  -15.68995  0.38866
H  3.44357  -15.38277  0.11271
C  -0.46431  -21.87092  -0.63367
S  -0.98201  -20.49293  -1.63862
C  -1.70501  -21.44033  -2.99459
O  0.36648  -19.99793  -2.24584
H  -1.39579  -22.29546  -0.23053
H  0.14751  -21.45261  0.17339
H  0.07783  -22.60993  -1.24165
H  -2.56842  -21.99163  -2.58313
H  -0.96669  -22.12922  -3.43171
H  -2.06127  -20.71177  -3.73133
F  -3.33480  -15.48886  -4.43634
C  -2.47317  -16.16762  -3.66335
C  -2.78650  -17.48449  -3.17361
F  -1.52848  -18.29981  -3.20115
C  -2.79075  -16.65635  -1.98896
F  -3.94359  -16.41992  -1.31835
C  -1.54266  -16.05209  -1.50921
Se  -0.22891  -17.17857  -0.69733
C  -1.17350  -14.69705  -2.06951
F  -2.16861  -13.69659  -1.96506
C  -1.22635  -15.51490  -3.21177
F  -0.06325  -16.03299  -3.74849

* LUMO (alpha / beta): -5.7 / -5.7 eV
* total charge: +1
* electronic energy: -5340.111269 hartree
* ΔE to the lowest compared entry with this formula, charge and spin: 0.7585 eV
* HOMO-LUMO gap (alpha / beta): 4.94 / 4.94 eV

3.
Here is the molecule C12H16N2O4 at a distorted geometry from OMol25. Energies are from the ωB97M-V functional and the def2-TZVPD basis.

Element x y z (Å)
C  -0.38873  2.36457  -0.08522
C  -1.33977  1.17551  -0.18278
C  0.85860  2.13278  -1.05196
C  1.75286  0.94707  -0.58310
C  1.21809  -0.34079  -0.74599
C  2.97615  1.20536  0.01242
C  1.94663  -1.47833  -0.39576
C  3.74161  0.05138  0.35719
C  3.24945  -1.25401  0.12812
C  -2.79673  -0.49579  0.75076
C  -2.34831  -1.79700  0.00582
C  -4.02398  0.14014  0.12448
H  -0.13508  3.62575  1.49704
H  0.90481  2.22403  1.73415
H  -0.86478  3.23413  -0.48101
H  0.37527  1.90089  -2.04654
H  1.50299  3.02221  -1.15041
H  0.19937  -0.34724  -1.17331
H  3.39371  2.21905  0.23040
H  1.43668  -2.51490  -0.45015
H  4.86798  0.15450  0.57335
H  4.19907  -3.02452  -0.04335
H  -1.13946  0.65454  1.88701
H  -3.18671  -0.92656  1.77874
H  -3.87693  0.91616  -0.83543
H  -4.55922  0.76271  0.97049
H  -4.73202  -0.68901  -0.22858
H  -0.56198  -1.27944  0.49773
N  -0.05657  2.58087  1.36535
N  -1.68980  0.46318  0.92114
O  -1.82128  0.95285  -1.30432
O  4.21669  -2.15800  0.44559
O  -3.20952  -2.57903  -0.38679
O  -1.02017  -2.10905  0.14935

* LUMO: 0.5 eV
* electronic energy: -877.301171 hartree
* ΔE to the lowest compared entry with this formula, charge and spin: 2.6474 eV
* SMILES: C[C@H](NC(=O)[C@@H](N)Cc1ccc(O)cc1)C(=O)O
* HOMO-LUMO gap: 9.19 eV

4.
Here is the molecule C6H9N from OMol25. Energies are from the ωB97M-V functional and the def2-TZVPD basis.

Element x y z (Å)
C  1.54299  -0.93109  -0.55731
C  1.39208  0.78718  1.18681
C  0.64589  -0.39587  0.57404
C  -0.68341  0.13401  0.06982
C  -1.78939  -0.69118  -0.50462
C  -0.66100  1.45106  0.27078
N  0.56867  1.79094  0.91720
H  2.46605  -1.34276  -0.14082
H  1.03707  -1.70940  -1.13812
H  1.81625  -0.11733  -1.23841
H  0.51190  -1.18801  1.32408
H  -2.61971  -0.06680  -0.84956
H  -2.18341  -1.38527  0.24850
H  -1.44611  -1.29961  -1.35010
H  -1.39189  2.21621  0.03336
H  0.79400  2.74790  1.15435

* LUMO: 0.9 eV
* electronic energy: -288.698715 hartree
* ΔE to the lowest compared entry with this formula, charge and spin: 2.2674 eV
* HOMO-LUMO gap: 9.19 eV

5.
Here is a structure of composition C2H2N2O2 at a distorted geometry from OMol25. Energies are from the ωB97M-V functional and the def2-TZVPD basis.

Element x y z (Å)
C  0.78052  -0.72823  -0.04911
C  -0.98995  0.05444  -0.03540
N  1.48546  0.42848  -0.02969
N  0.86777  1.47222  0.03554
O  1.10945  -1.88528  -0.00386
O  -0.59512  1.33874  -0.07404
H  -1.37807  -0.34851  -0.86101
H  -1.28005  -0.33187  1.01757

* LUMO: -1.2 eV
* electronic energy: -337.265131 hartree
* ΔE to the lowest compared entry with this formula, charge and spin: 4.3346 eV
* HOMO-LUMO gap: 8.99 eV

6.
Here is a structure of composition C44H49CaN7O2S2Se from OMol25. Energies are from the ωB97M-V functional and the def2-TZVPD basis.

Element x y z (Å)
Ca  0.48735  1.32893  1.12251
C  1.38874  -1.65769  0.03094
N  2.10550  -0.38967  -0.13365
C  3.43196  -0.45971  0.50856
C  3.55232  0.18169  1.89203
C  2.78752  -0.49251  3.02225
N  1.35225  -0.36202  2.83823
C  0.60227  -0.46463  3.86189
C  -0.84861  -0.41375  3.86104
C  -1.49593  -0.42046  5.10439
C  -2.86563  -0.37241  5.22141
C  -3.62817  -0.31075  4.04482
C  -3.03243  -0.31554  2.80910
C  -1.61383  -0.36880  2.64872
O  -1.08962  -0.37576  1.48002
C  2.21508  -0.13356  -1.57940
C  2.84470  1.19060  -1.99739
C  2.08106  2.44166  -1.57489
N  2.15944  2.63996  -0.13322
C  2.72734  3.71116  0.25920
C  3.00718  4.08312  1.64521
C  4.03108  5.01276  1.84348
C  4.46368  5.38464  3.10093
C  3.82801  4.81556  4.20978
C  2.79083  3.92662  4.05167
C  2.31295  3.53590  2.76766
O  1.30358  2.75126  2.66930
H  1.89286  -2.46774  -0.52552
H  0.37003  -1.54229  -0.33458
H  1.32057  -1.91962  1.08265
H  4.14616  0.05773  -0.13110
H  3.75635  -1.51220  0.55277
H  3.25794  1.23183  1.82671
H  4.61565  0.17383  2.15405
H  3.10166  -0.06696  3.98443
H  3.04958  -1.56093  3.03744
H  1.05236  -0.60205  4.85839
H  -0.87835  -0.45029  5.99801
H  -3.34151  -0.35134  6.19279
H  -4.70829  -0.23795  4.11459
H  -3.62111  -0.23120  1.90243
H  1.19584  -0.16424  -1.97926
H  2.77554  -0.96592  -2.04844
H  2.88838  1.17532  -3.09168
H  3.88129  1.26334  -1.65235
H  1.02321  2.36131  -1.84162
H  2.46512  3.31380  -2.11455
H  3.09765  4.42313  -0.48572
H  4.49460  5.44737  0.96248
H  5.25953  6.10823  3.22345
H  4.14513  5.09248  5.21041
H  2.27325  3.51135  4.90869
S  -1.26714  2.75044  -0.64362
C  -1.19118  4.27857  0.22437
C  -1.89464  4.40016  1.42262
C  -1.92068  5.56838  2.18089
C  -2.69350  5.63277  3.38200
N  -3.33158  5.68171  4.34165
C  -1.19103  6.67603  1.71684
C  -0.48240  6.57608  0.53117
C  -0.45444  5.41263  -0.26515
S  0.43062  5.44439  -1.74726
C  -1.18265  7.91722  2.43768
N  -1.17828  8.92500  2.99656
H  -2.45542  3.54209  1.77338
H  0.07603  7.43423  0.18155
C  -1.75811  -1.11116  -6.16635
C  -1.55991  -2.54450  -5.68565
C  -0.10883  -2.86020  -5.32529
C  0.35869  -2.20463  -4.02710
N  -0.30688  -2.76509  -2.86701
C  -1.27345  -2.13448  -2.11815
Se  -1.88852  -0.44087  -2.31052
N  -1.61330  -3.00390  -1.12104
C  -2.56719  -2.69417  -0.05977
C  -4.02257  -2.80978  -0.49077
C  -4.44926  -4.17000  -1.04978
C  -4.08690  -4.39334  -2.51880
C  -0.85964  -4.15694  -1.21497
C  -0.81674  -5.30377  -0.44063
C  0.09290  -6.29070  -0.80593
C  0.92958  -6.13407  -1.90802
C  0.88289  -4.98437  -2.68990
C  -0.02553  -4.00484  -2.32757
H  -2.79308  -0.94039  -6.46566
H  -1.11724  -0.89940  -7.02696
H  -1.53133  -0.39522  -5.37609
H  -1.88506  -3.24025  -6.46495
H  -2.19631  -2.72775  -4.81468
H  0.54972  -2.52439  -6.13313
H  0.02280  -3.94305  -5.23826
H  0.14673  -1.13511  -4.01900
H  1.43520  -2.33938  -3.89287
H  -2.34116  -1.68449  0.29330
H  -2.35287  -3.37872  0.76336
H  -4.23125  -2.02606  -1.22285
H  -4.61593  -2.57644  0.39733
H  -5.53524  -4.25420  -0.95122
H  -4.02501  -4.97350  -0.43621
H  -4.43384  -3.55439  -3.12614
H  -4.55266  -5.30454  -2.90118
H  -3.01156  -4.48819  -2.67119
H  -1.45669  -5.42758  0.42202
H  0.15368  -7.19572  -0.21530
H  1.63176  -6.91780  -2.16167
H  1.53636  -4.85991  -3.54312

* LUMO: 3.4 eV
* total charge: -2
* electronic energy: -6115.515189 hartree
* ΔE to the lowest compared entry with this formula, charge and spin: 0.6133 eV
* HOMO-LUMO gap: 4.34 eV

- Among the records above, which one has the lowest ΔE to the lowest compared entry with this formula, charge and spin?
  C44H49CaN7O2S2Se

- The highest electronic energy belongs to which entry?
  C6H9N

- ΔE to the lowest compared entry with this formula, charge and spin of number 1 (C4H7ClN2)?
  3.8706 eV